The following is a quantum chemistry calculation of 16 unconnected molecules or ions with the total composition C58H155N7O31, from OMol25.

Geometry (Å):
O: -4.550 -1.056 2.469
O: 3.478 -1.387 -1.542
O: 1.160 5.104 -3.239
O: -3.478 1.020 4.035
O: 1.316 3.943 1.640
O: -5.535 6.418 -1.909
O: 3.935 1.399 -3.344
O: -5.962 0.076 -5.917
O: -0.115 -1.311 1.423
O: 0.265 -4.304 12.472
O: -5.386 -3.318 -0.866
O: -4.243 4.818 2.351
O: -2.977 -2.978 -3.712
O: -6.041 -5.013 4.471
O: 2.101 -4.414 -5.579
O: 5.115 0.671 -0.046
O: 5.067 9.516 -3.760
O: 6.719 0.965 -8.070
O: 2.217 -4.900 4.992
O: -2.048 -2.518 6.669
O: -6.256 7.093 -4.947
O: 4.377 -1.309 -4.322
O: -1.801 7.068 2.914
O: 3.568 -1.585 1.407
O: 1.950 6.720 0.939
O: -6.289 1.318 -3.282
O: 1.616 -6.248 0.951
O: 0.798 1.206 1.876
O: -2.570 2.314 -0.940
O: -5.953 4.879 0.189
O: 0.321 1.352 5.492
N: 3.328 -4.468 2.332
N: -4.415 -3.790 2.272
N: -0.259 -3.439 8.904
N: -0.418 -3.986 -4.053
N: -0.756 -0.020 -1.066
N: 6.380 2.193 -5.184
N: 3.690 7.130 -4.871
C: -6.675 6.001 -4.148
C: -6.492 -3.963 3.632
C: -0.001 1.452 4.135
C: -0.799 -3.308 -2.870
C: 0.347 -1.793 0.221
C: -4.009 2.593 -0.775
C: -1.848 -2.275 -3.242
C: -0.231 4.854 -3.100
C: -2.904 5.079 1.983
C: 1.804 5.692 -0.066
C: -5.797 -4.605 -1.309
C: -0.803 1.046 -2.083
C: -3.369 -0.421 2.119
C: 4.821 2.495 -3.196
C: -2.274 1.570 -2.072
C: -5.859 1.991 -4.421
C: 2.921 -6.015 0.466
C: 5.648 10.513 -2.874
C: 0.094 -3.180 10.315
C: 0.690 -4.947 -3.760
C: 4.610 -0.742 2.007
C: 4.447 -2.213 -2.128
C: -0.061 -2.313 2.428
C: 6.930 -0.436 -7.971
C: 0.005 -5.520 13.200
C: 3.793 -5.682 1.691
C: 3.654 9.482 -3.778
C: -2.055 5.679 3.193
C: 0.064 -2.417 7.959
C: -5.756 5.553 -3.014
C: -5.112 1.031 -5.323
C: 3.192 6.395 -3.738
C: -0.605 -2.583 6.623
C: -6.965 -5.362 5.485
C: -2.592 -2.297 5.389
C: 1.679 6.359 -3.781
C: 0.563 -6.163 -0.014
C: 3.275 -4.729 -6.337
C: 1.353 -5.490 -5.096
C: 3.238 8.561 -4.957
C: 3.603 -4.973 4.825
C: 6.251 2.022 -3.752
C: -3.549 1.036 2.595
C: 4.572 0.649 1.254
C: -0.207 -4.440 11.136
C: 4.165 -2.523 -3.630
C: 1.176 1.085 3.241
C: -4.028 -3.244 -0.281
C: -3.703 -4.035 0.982
C: 3.973 -4.075 3.597
C: 0.548 -0.692 -0.826
C: 7.680 1.736 -7.257
C: 7.640 1.566 -5.685
C: 0.863 4.555 0.440
C: -4.169 -2.233 -3.888
C: 1.653 -5.671 6.006
C: -5.819 -4.199 2.261
C: 2.606 1.828 -3.130
H: 2.991 -5.374 -7.169
H: -2.121 -2.795 4.542
H: 2.055 1.659 3.534
H: 3.183 -2.964 -3.800
H: 5.411 -1.706 -2.158
H: -1.269 -4.035 -2.207
H: 1.916 -5.153 6.929
H: 1.237 7.203 -3.251
H: 8.404 2.229 -5.280
H: 3.537 0.945 1.083
H: 1.294 0.026 -0.486
H: 5.573 1.795 -5.643
H: -6.521 -6.103 6.148
H: -5.396 -4.744 -2.313
H: -3.693 -5.091 0.713
H: 3.334 -6.871 -0.067
H: 3.116 10.430 -3.795
H: -4.261 0.512 4.261
H: 3.478 6.795 -2.765
H: 4.491 3.333 -3.811
H: 6.922 -0.626 -6.898
H: 3.738 -3.021 3.741
H: -0.165 4.917 0.468
H: -4.743 4.755 1.534
H: 7.502 2.779 -7.521
H: 3.513 5.360 -3.853
H: -0.139 1.878 -1.847
H: -4.389 1.537 2.113
H: 1.334 6.202 -0.907
H: -2.542 -1.241 5.120
H: -2.643 -3.822 1.119
H: -4.400 -2.001 2.388
H: -4.044 -4.228 3.104
H: -3.637 -2.598 5.466
H: 5.405 11.546 -3.126
H: 0.062 -3.233 -4.525
H: -0.429 -2.304 10.700
H: -2.863 0.663 -2.212
H: -2.456 4.144 1.648
H: -0.273 -3.503 6.143
H: -3.004 -0.461 1.093
H: -4.272 -1.497 -3.092
H: 0.748 -6.703 -0.943
H: 5.045 -4.112 3.406
H: -5.048 7.158 -2.279
H: 1.139 3.000 1.625
H: -6.837 5.241 0.253
H: 0.935 -2.744 2.527
H: -6.114 -3.011 4.004
H: -6.041 -5.183 1.848
H: 0.545 -6.349 12.742
H: -0.392 -6.535 0.357
H: -1.160 0.361 -0.222
H: 3.607 9.023 -5.873
H: -6.938 5.363 -4.991
H: -0.815 -3.076 2.235
H: 2.756 5.334 -0.458
H: 0.573 -5.806 5.966
H: -0.481 2.403 3.908
H: -5.152 2.783 -4.176
H: -5.571 5.313 -0.574
H: -2.578 -0.867 2.723
H: -0.315 0.856 -3.039
H: 3.687 -6.524 2.374
H: -4.519 1.571 -6.063
H: 4.845 -3.305 -3.967
H: -4.674 1.826 -1.172
H: -0.316 -1.483 8.374
H: 1.479 6.465 -4.847
H: -0.341 -2.552 -0.154
H: 2.463 1.994 -2.062
H: 8.704 1.567 -7.591
H: 1.439 -4.424 -3.166
H: -2.677 5.782 4.083
H: -6.127 4.615 -2.601
H: -5.075 -2.820 -4.043
H: 5.584 -1.205 1.850
H: 0.362 -5.788 -3.149
H: -6.994 0.745 -3.594
H: -0.230 -1.914 3.428
H: -7.578 -4.006 3.547
H: -7.634 6.228 -3.683
H: 0.642 0.312 1.565
H: 3.033 -5.163 -0.205
H: -7.785 -5.869 4.975
H: -1.256 -4.734 11.093
H: 0.015 -2.776 -2.377
H: -4.762 5.408 -3.439
H: -2.750 1.679 2.228
H: 3.320 9.035 -2.841
H: 6.053 -0.962 -8.347
H: 3.787 -3.839 -6.705
H: 4.428 0.198 -0.521
H: -6.497 -0.317 -5.223
H: -3.881 -2.194 -0.025
H: 2.162 8.600 -5.130
H: 2.440 -4.845 2.630
H: 4.318 -0.602 3.048
H: 5.046 1.424 1.855
H: -3.277 -3.428 -1.049
H: -1.255 -3.572 8.797
H: -0.253 -1.827 5.920
H: 7.757 0.505 -5.463
H: 6.353 0.962 -3.520
H: 4.086 -4.467 5.661
H: -7.395 -4.447 5.894
H: -5.380 -5.385 -0.671
H: -3.031 5.828 1.201
H: 2.050 -6.227 -4.698
H: 1.303 -2.309 0.314
H: 0.668 -5.920 -5.827
H: -4.350 2.601 0.260
H: 3.500 -2.411 1.891
H: -0.714 5.106 -4.044
H: 7.858 -0.667 -8.495
H: 0.933 3.802 -0.345
H: -4.233 3.571 -1.202
H: 7.052 2.567 -3.253
H: 1.957 0.989 -3.381
H: 6.732 10.405 -2.906
H: 4.848 -5.532 1.464
H: 2.237 6.286 1.746
H: -5.922 7.820 -4.416
H: -1.440 -1.608 -4.001
H: 2.306 2.722 -3.677
H: 0.526 -5.118 -0.322
H: -0.223 3.768 -3.002
H: 5.258 10.316 -1.875
H: 3.439 -1.540 -0.595
H: -2.289 2.144 -2.998
H: -0.807 0.732 3.992
H: -6.887 -4.619 -1.317
H: 4.814 2.784 -2.145
H: 4.699 7.134 -4.910
H: 2.051 -6.685 5.961
H: 0.412 -5.433 14.208
H: -1.034 -5.827 13.316
H: 4.029 -5.349 -5.853
H: 1.135 -2.222 7.922
H: 1.381 0.028 3.411
H: 4.609 -3.082 -1.490
H: -1.154 5.139 3.484
H: -6.698 2.542 -4.843
H: -4.282 0.615 -4.753
H: -4.011 -1.602 -4.763
H: -2.162 -1.683 -2.382
H: 1.125 -2.833 10.382
H: -6.333 -3.509 1.591
H: -2.607 7.484 3.228
H: 0.405 -5.183 10.624
H: 0.975 -1.212 -1.684
H: 3.936 -0.668 -3.759
H: -0.503 1.594 5.921
H: 4.038 -5.956 4.642
H: -0.615 5.517 -2.325

Computed properties:
- total energy (eV) = -136545.53329
- lowest unoccupied orbital energy (eV) = 0.04
- max |F| (hartree/bohr) = 0.0595
- HOMO-LUMO gap (eV) = 8.494
- highest occupied orbital energy (eV) = -8.46